ORCA calculation (the ωB97M-V functional and the def2-TZVPD basis) on 4 unconnected molecules or ions with the total composition C22H40N2O14S at a distorted geometry.

```
79
Properties=species:S:1:pos:R:3
C 7.592 3.535 -0.650
C 6.692 2.446 -1.500
C 6.658 2.931 -3.066
C 5.281 2.520 -3.880
C 4.878 0.934 -3.777
N 4.265 0.510 -2.461
C 4.127 -0.997 -2.507
C 3.699 -1.692 -1.084
O 3.635 -3.167 -1.343
C 4.823 -1.514 0.121
N 5.141 -0.075 0.461
C 2.957 1.212 -2.165
O 3.045 2.337 -1.403
O 1.652 0.745 -2.656
S 0.467 0.709 -1.432
C -0.673 2.226 -1.453
O -0.398 -0.581 -1.693
O 1.011 0.577 0.010
H 8.087 4.287 -1.413
H 8.400 3.016 0.019
H 6.819 4.143 0.018
H 5.628 2.348 -1.000
H 7.235 1.386 -1.440
H 6.722 4.121 -3.110
H 7.647 2.534 -3.568
H 5.522 2.726 -5.031
H 4.362 3.242 -3.639
H 5.789 0.223 -4.076
H 4.061 0.743 -4.625
H 5.203 -1.435 -2.779
H 3.434 -1.309 -3.423
H 2.642 -1.325 -0.718
H 4.246 -3.404 -2.105
H 4.337 -1.995 1.099
H 5.810 -2.156 -0.073
H 4.370 0.585 0.219
H 6.066 0.230 0.086
H -0.274 3.000 -2.239
H -0.713 2.786 -0.407
H -1.759 1.819 -1.691
C 1.523 -5.362 1.586
C 2.662 -5.913 0.752
C 2.244 -6.997 -0.195
O 3.436 -7.747 -0.346
C 4.151 -7.571 0.806
O 5.137 -8.219 1.112
O 3.611 -6.576 1.571
H 0.788 -4.846 0.961
H 1.016 -6.160 2.139
H 1.905 -4.659 2.334
H 3.177 -5.097 0.230
H 1.909 -6.604 -1.159
H 1.468 -7.658 0.210
C -6.054 1.454 2.070
C -5.039 1.539 0.948
C -3.632 1.273 1.389
O -2.872 2.001 0.441
C -3.667 3.030 0.017
O -3.279 3.972 -0.651
O -4.954 2.863 0.446
H -6.128 0.435 2.460
H -5.792 2.127 2.893
H -7.041 1.768 1.714
H -5.334 0.883 0.121
H -3.377 0.210 1.354
H -3.404 1.662 2.388
C -11.859 2.745 4.261
C -10.720 2.193 3.427
C -11.138 1.109 2.480
O -9.946 0.359 2.329
C -9.231 0.535 3.482
O -8.245 -0.113 3.787
O -9.771 1.531 4.246
H -12.594 3.260 3.636
H -12.366 1.946 4.815
H -11.477 3.447 5.009
H -10.205 3.009 2.905
H -11.473 1.502 1.516
H -11.914 0.449 2.885
```

E_HOMO   -0.3169 hartree
DFT total energy   -65935.8889 eV
Gap between HOMO and LUMO   8.18 eV

The computed Löwdin charges, all in e, follow: -0.14, -0.27, -0.22, -0.18, -0.19, -0.09, -0.14, -0.26, -0.13, -0.20, -0.03, -0.28, -0.01, -0.19, 0.81, -0.12, -0.37, -0.36, 0.07, 0.07, 0.09, 0.09, 0.11, 0.11, 0.12, 0.12, 0.12, 0.15, 0.14, 0.15, 0.15, 0.14, 0.10, 0.12, 0.14, 0.06, 0.05, 0.10, 0.11, 0.10, -0.02, -0.35, -0.12, 0.06, -0.51, 0.13, 0.09, 0.09, 0.09, 0.09, 0.14, 0.14, 0.14, -0.02, -0.34, -0.10, 0.01, -0.51, 0.13, 0.09, 0.09, 0.10, 0.09, 0.16, 0.15, 0.15, -0.02, -0.35, -0.12, 0.06, -0.51, 0.13, 0.09, 0.09, 0.09, 0.09, 0.16, 0.14, 0.14

ORCA calculation (the ωB97M-V functional and the def2-TZVPD basis) on a single C6H10O molecule.

```
17
Properties=species:S:1:pos:R:3
C -1.465 -1.382 0.974
C -0.619 -0.349 0.300
C -0.765 0.977 0.311
C 0.322 1.691 -0.459
C 0.988 0.532 -1.228
C 0.675 -0.724 -0.401
O 1.679 -1.053 0.555
H -0.864 -1.956 1.688
H -1.868 -2.098 0.248
H -2.307 -0.930 1.507
H -1.562 1.504 0.833
H 1.020 2.202 0.221
H -0.073 2.461 -1.130
H 0.500 0.435 -2.205
H 2.061 0.649 -1.400
H 0.590 -1.620 -1.023
H 1.688 -0.339 1.207
```

ΔE to the lowest compared entry with this formula, charge and spin   1.4 kJ/mol
E_HOMO   -0.3400 hartree
DFT total energy   -8431.2258 eV
Gap between HOMO and LUMO   10.22 eV

The computed natural (NBO) charges, all in e, follow: -0.64, -0.01, -0.19, -0.44, -0.42, 0.06, -0.71, 0.23, 0.22, 0.22, 0.21, 0.20, 0.21, 0.21, 0.22, 0.18, 0.46

ORCA calculation (the ωB97M-V functional and the def2-TZVPD basis) on a molecular structure, C33H56CaN5O4PS2.

```
102
Properties=species:S:1:pos:R:3
Ca -0.002 -0.085 0.482
O 0.487 1.612 4.154
S 1.006 0.963 2.972
O 2.457 0.725 2.978
O 0.316 -0.372 2.732
O 0.658 1.753 1.721
C -3.881 -3.295 -2.116
N -2.702 -3.833 -1.462
C -2.555 -5.130 -1.009
C -1.340 -5.218 -0.447
N -0.744 -3.967 -0.559
C -1.594 -3.106 -1.187
S -1.393 -1.493 -1.637
C 0.555 -3.708 -0.023
C 1.567 -4.608 -0.315
C 2.783 -4.438 0.330
C 2.924 -3.394 1.226
C 1.856 -2.529 1.421
N 0.684 -2.674 0.790
H -4.554 -4.120 -2.336
H -3.593 -2.792 -3.036
H -4.375 -2.576 -1.465
H -3.333 -5.863 -1.117
H -0.849 -6.032 0.053
H 1.402 -5.409 -1.021
H 3.602 -5.119 0.134
H 3.844 -3.233 1.770
H 1.910 -1.694 2.112
C -6.004 1.509 -1.976
C -4.854 2.323 -2.591
C -3.531 2.093 -1.845
C -3.783 1.900 -0.346
C -4.574 0.591 -0.126
C -5.453 0.241 -1.336
P -2.192 1.870 0.593
C -1.352 3.494 0.273
C -2.226 4.751 0.084
C -1.471 5.852 -0.679
C 0.001 5.853 -0.283
C 0.685 4.557 -0.751
C -0.312 3.394 -0.853
C -2.632 2.006 2.381
C -3.701 3.063 2.761
C -4.950 2.425 3.363
C -4.620 1.619 4.624
C -3.295 0.847 4.481
C -2.931 0.638 3.014
H -6.752 1.275 -2.736
H -6.516 2.096 -1.208
H -5.105 3.387 -2.571
H -4.726 2.054 -3.642
H -2.861 2.932 -2.029
H -3.024 1.203 -2.230
H -4.391 2.741 0.006
H -5.204 0.696 0.761
H -3.883 -0.234 0.073
H -6.261 -0.427 -1.027
H -4.859 -0.299 -2.080
H -0.767 3.602 1.191
H -2.514 5.133 1.065
H -3.155 4.520 -0.444
H -1.934 6.820 -0.478
H -1.554 5.688 -1.758
H 0.071 5.939 0.805
H 0.516 6.723 -0.695
H 1.474 4.280 -0.049
H 1.159 4.714 -1.724
H 0.243 2.455 -0.785
H -0.805 3.400 -1.829
H -1.670 2.309 2.808
H -3.986 3.670 1.901
H -3.272 3.755 3.491
H -5.413 1.770 2.618
H -5.691 3.195 3.589
H -5.442 0.928 4.832
H -4.562 2.294 5.482
H -3.354 -0.111 5.001
H -2.473 1.398 4.944
H -3.748 0.121 2.496
H -2.041 0.011 2.943
C 6.339 0.155 -1.974
C 5.716 -0.891 -1.057
N 4.599 -0.395 -0.265
C 4.908 0.359 0.956
C 4.859 1.875 0.797
C 3.314 -0.472 -0.694
C 3.029 -1.254 -1.950
N 2.313 0.049 -0.073
H 7.134 -0.291 -2.574
H 6.769 0.975 -1.400
H 5.593 0.575 -2.650
H 6.468 -1.263 -0.359
H 5.389 -1.751 -1.639
H 5.904 0.046 1.271
H 4.211 0.068 1.744
H 5.608 2.232 0.089
H 5.039 2.341 1.766
H 3.876 2.208 0.464
H 3.292 -2.306 -1.816
H 3.588 -0.874 -2.806
H 1.965 -1.187 -2.164
H 2.574 0.559 0.779
```

ΔE to the lowest compared entry with this formula, charge and spin   0.0 kJ/mol
E_HOMO   -0.2903 hartree
DFT total energy   -100174.6167 eV
Gap between HOMO and LUMO   7.99 eV

Atom charges from the Löwdin analysis, given in e for atoms 1 to 99: 1.09, -0.33, 0.26, -0.38, -0.54, -0.54, -0.03, -0.12, -0.03, -0.03, 0.01, -0.70, 0.61, -0.27, -0.01, -0.05, -0.03, -0.11, 0.11, 0.09, 0.08, 0.08, 0.13, 0.13, 0.12, 0.11, 0.12, 0.09, -0.20, -0.18, -0.21, -0.45, -0.21, -0.21, 1.06, -0.43, -0.19, -0.20, -0.20, -0.18, -0.22, -0.42, -0.18, -0.21, -0.19, -0.18, -0.22, 0.10, 0.11, 0.11, 0.11, 0.09, 0.10, 0.10, 0.09, 0.08, 0.11, 0.09, 0.10, 0.11, 0.09, 0.11, 0.11, 0.11, 0.10, 0.11, 0.11, 0.07, 0.10, 0.09, 0.08, 0.12, 0.09, 0.11, 0.10, 0.10, 0.11, 0.12, 0.10, 0.08, -0.07, -0.22, -0.08, -0.19, -0.06, -0.44, -0.01, 0.03, 0.08, 0.06, 0.07, 0.12, 0.10, 0.12, 0.09, 0.06, 0.09, 0.07, 0.08

ORCA calculation (the ωB97M-V functional and the def2-TZVPD basis) on a molecular structure, C48H36AuN2OP2.

```
90
Properties=species:S:1:pos:R:3
Au 0.113 -0.213 -0.319
O -0.067 -1.619 -3.669
C 0.421 -0.805 -4.642
C 0.545 -1.040 -6.004
C 1.071 -0.056 -6.828
C 1.487 1.167 -6.322
C 1.381 1.403 -4.964
C 0.845 0.425 -4.134
P 0.736 0.863 -2.377
C 2.411 1.284 -1.876
C 2.920 2.583 -1.838
C 4.239 2.777 -1.460
C 5.043 1.698 -1.117
C 4.540 0.402 -1.167
C 3.226 0.193 -1.540
C -0.393 2.244 -2.279
C -1.520 2.229 -3.112
C -2.461 3.235 -2.996
C -2.290 4.244 -2.052
C -1.179 4.248 -1.213
C -0.239 3.237 -1.305
C -0.688 -2.825 -3.731
C -0.870 -3.666 -4.820
C -1.559 -4.859 -4.660
C -2.064 -5.247 -3.427
C -1.864 -4.427 -2.331
C -1.192 -3.221 -2.489
P -1.077 -2.186 -1.006
C -2.730 -1.578 -0.694
C -3.531 -1.269 -1.801
C -4.779 -0.709 -1.601
C -5.227 -0.452 -0.308
C -4.427 -0.751 0.790
C -3.166 -1.288 0.604
C -0.424 -3.274 0.260
C 0.935 -3.585 0.096
C 1.553 -4.448 0.979
C 0.824 -4.991 2.034
C -0.520 -4.682 2.195
C -1.155 -3.818 1.317
H 0.260 -1.973 -6.456
H 1.161 -0.254 -7.887
H 1.888 1.927 -6.978
H 1.704 2.349 -4.545
H 2.306 3.428 -2.121
H 4.644 3.780 -1.442
H 6.069 1.867 -0.821
H 5.180 -0.436 -0.926
H 2.827 -0.814 -1.605
H -1.639 1.454 -3.860
H -3.322 3.248 -3.651
H -3.022 5.036 -1.970
H -1.045 5.043 -0.493
H 0.619 3.224 -0.643
H -0.480 -3.436 -5.795
H -1.699 -5.501 -5.520
H -2.605 -6.177 -3.321
H -2.239 -4.713 -1.356
H -3.191 -1.494 -2.805
H -5.415 -0.490 -2.448
H -6.208 -0.022 -0.153
H -4.791 -0.571 1.793
H -2.529 -1.499 1.454
H 1.485 -3.171 -0.744
H 2.594 -4.712 0.846
H 1.303 -5.671 2.726
H -1.085 -5.126 3.004
H -2.209 -3.603 1.432
C -2.767 2.654 1.938
C -2.153 1.853 0.971
N -1.017 1.217 1.191
C -0.401 1.343 2.385
C -0.936 2.143 3.412
C -2.156 2.799 3.159
C -0.236 2.269 4.652
C 0.940 1.634 4.851
C 1.504 0.801 3.835
C 2.719 0.113 4.010
C 3.193 -0.700 3.010
C 2.451 -0.813 1.833
N 1.319 -0.160 1.634
C 0.832 0.641 2.609
H -3.701 3.145 1.705
H -2.601 1.732 -0.009
H -2.597 3.414 3.932
H -0.666 2.891 5.427
H 1.473 1.738 5.788
H 3.269 0.233 4.936
H 4.115 -1.253 3.109
H 2.791 -1.459 1.034
```

Net charge   +3
E_HOMO   -0.5868 hartree
DFT total energy   -77634.2266 eV
Gap between HOMO and LUMO   4.91 eV

The computed Löwdin charges, all in e, follow: 0.86, -0.04, -0.23, 0.03, -0.01, -0.03, -0.05, -0.26, 1.08, -0.36, -0.07, -0.03, -0.02, -0.05, -0.12, -0.37, -0.07, -0.04, -0.02, -0.05, -0.11, -0.24, 0.03, -0.01, -0.03, -0.05, -0.26, 1.08, -0.36, -0.06, -0.03, -0.02, -0.05, -0.11, -0.37, -0.11, -0.05, -0.02, -0.03, -0.06, 0.10, 0.13, 0.13, 0.12, 0.11, 0.13, 0.13, 0.12, 0.09, 0.12, 0.12, 0.13, 0.13, 0.11, 0.10, 0.13, 0.13, 0.12, 0.12, 0.12, 0.13, 0.13, 0.10, 0.10, 0.12, 0.13, 0.13, 0.11, -0.01, -0.13, 0.02, -0.15, -0.12, 0.04, 0.01, 0.01, -0.12, 0.05, 0.00, -0.11, 0.01, -0.15, 0.13, 0.11, 0.14, 0.13, 0.13, 0.14, 0.13, 0.10

What is the E_HOMO in the third record?
-0.2903 hartree

Which formula does entry 3 have?
C33H56CaN5O4PS2

The highest gap between HOMO and LUMO belongs to which entry?
C6H10O